Here is a cluster of 7 separate species, C2H17O6S in total at a distorted geometry from the OMol25 dataset. Energies are from wB97M-V/def2-TZVPD.

```
26
C2H17O6S, DFT wB97M-V/def2-TZVPD
S 0.92 -0.52 2.72
O 0.02 -2.03 -2.72
O -2.11 0.35 -0.13
O -1.25 0.45 -2.75
O -0.21 2.23 0.34
O -1.85 -1.33 1.94
O 1.52 2.31 -2.21
C 1.06 -0.89 -0.01
C 1.91 -0.30 1.07
H -3.06 0.25 -0.30
H 0.78 1.81 -2.41
H 0.76 -1.93 0.37
H -0.96 0.99 -1.97
H 1.11 2.79 -1.40
H -1.89 -0.18 0.71
H 2.00 0.77 0.85
H 2.96 -0.66 1.10
H 0.85 -2.13 -2.84
H -0.41 -1.27 -2.55
H 1.59 -1.08 -0.93
H -1.30 -2.15 1.95
H -1.49 -0.83 2.71
H 0.19 -0.38 -0.10
H -1.99 -0.03 -2.40
H 0.38 2.03 1.13
H -1.03 1.69 0.43
```

The net charge is -1. As for the lowest unoccupied orbital energy: 2.9 eV. Its HOMO-LUMO gap is 6.134 eV. The value obtained for the energy above the lowest of the compared OMol25 structures with the same formula, charge and spin is 66.96 kcal per mole.